[1]
A molecular structure, C44H71N4O4P3PtS2. Source: OMol25; level of theory: the ωB97M-V functional and the def2-TZVPD basis.

Geometry (Å):
C1 3.0551 1.1931 2.3025
P1 -0.2301 -2.6179 0.6170
S1 -1.5561 -0.3247 -1.7358
H1 3.6786 2.0270 2.6377
H2 -1.3376 -1.0751 3.5091
C2 -0.6164 -0.3028 3.7700
H3 1.6024 3.3318 3.3314
P2 -0.1539 0.0666 -3.1691
N1 4.9520 0.0855 -0.8023
H4 -1.3902 -2.3909 -6.3329
H5 0.8097 -2.4222 -4.2152
H6 -0.1391 -0.5738 4.7119
H7 0.8754 2.7482 1.8295
H8 0.5729 -0.7653 -6.7705
H9 -3.4638 1.5404 -1.0870
H10 -5.5271 2.9019 -0.6338
H11 -0.6952 -4.4646 -2.5910
H12 -0.2069 2.0250 -6.2844
C3 -1.5522 1.9838 -4.6021
C4 -0.7508 -2.9089 -5.6136
H13 3.8549 2.9318 -0.4299
C5 3.2473 3.0629 -1.3328
C6 1.4821 -3.6488 -1.2991
H14 1.5550 -2.6200 -1.6499
C7 5.2735 -1.2712 -0.3824
H15 -1.3386 0.6602 -6.2908
H16 6.1508 -1.3789 0.2548
C8 4.0991 -1.9125 0.3425
H17 1.3778 1.4292 -0.3090
C9 1.4838 -1.7839 2.7066
H18 -1.9470 -4.1694 -1.3825
N2 1.2739 -4.1293 2.3610
H19 5.1587 0.7673 -0.0840
H20 -2.0240 2.3961 2.8515
H21 -5.6766 1.8267 3.3271
H22 -3.6662 1.8633 -4.8884
C10 -4.9095 3.5550 1.3320
N3 -1.1250 1.6373 0.4380
H23 0.2717 7.0779 -1.3133
H24 5.4378 0.3588 -1.6446
H25 -5.9339 3.7500 1.6662
P3 0.6408 -0.1617 2.4482
H26 -1.2860 6.3815 -1.7697
C11 0.2252 -1.9280 -4.9949
C12 -1.8095 -3.1872 1.3380
H27 2.1801 -6.4320 3.2155
C13 -5.4801 1.1993 0.6824
H28 -3.1195 3.2183 -0.7684
H29 3.0870 -0.5126 -0.4032
C14 -4.0699 3.0243 2.5014
C15 0.9379 -2.9165 2.0192
C16 0.0440 4.9939 -0.7985
H30 0.8668 -5.5665 0.5747
H31 3.2915 2.1334 -1.9048
C17 -4.6089 0.6893 1.8297
H32 -4.0813 3.7458 3.3231
H33 -3.1562 -0.2120 0.5173
C18 0.9897 2.4277 -0.4466
C19 -0.9786 -3.8221 -1.7521
H34 -2.9477 0.3621 -4.2819
C20 1.7436 1.2026 3.1020
H35 -5.4737 0.4758 -0.1401
C21 -4.9128 2.5292 0.1905
C22 1.0096 2.5302 2.8821
C23 2.0336 1.0431 4.6012
C24 2.7107 -5.5797 3.6199
H36 -3.1731 1.7359 -3.1879
H37 -2.1816 3.7764 1.7860
H38 1.1490 1.2525 5.2061
H39 -4.9871 -0.2772 2.1763
H40 -1.3877 -3.3541 -4.8477
C25 0.1120 -3.9386 -0.6829
H41 2.8579 1.3191 1.2374
C26 1.1515 -1.3248 -6.0318
H42 0.0267 2.5371 3.3590
O1 4.1969 -2.9256 0.9869
C27 4.0610 -3.3330 4.6289
H43 -1.1020 -2.8085 -2.1212
H44 -0.9605 6.7656 -0.0839
H45 -0.8746 -5.6445 0.2786
H46 -2.5836 -3.1660 0.5704
H47 5.3478 -4.7301 5.5683
H48 -1.7788 4.3160 -0.0086
H49 2.2785 -3.8246 -0.5719
N4 2.4601 -1.9072 3.5529
C28 3.7917 -5.7279 4.4363
C29 1.3487 4.6967 -1.1494
C30 -4.6457 1.6934 2.9821
C31 2.2769 -4.2805 3.2637
H50 5.4385 -1.8848 -1.2700
C32 4.4800 -4.5928 4.9357
H51 0.2583 -6.0324 -1.0192
C33 -2.6238 2.8157 2.0388
S2 1.7355 -0.0191 -2.7170
C34 1.8220 3.3991 -0.9741
C35 2.9341 -3.1558 3.7946
Pt1 -0.4166 -0.3178 0.3851
H52 -2.5494 0.1299 2.1461
H53 4.1332 -6.7209 4.6997
H54 2.7943 1.7834 4.8655
C36 -1.2306 1.7211 -6.0622
C37 -0.7841 4.0067 -0.2665
C38 0.0908 -5.3773 -0.1588
H55 -1.9130 2.2901 -6.6961
H56 -6.5169 1.3158 1.0162
C39 -3.1671 0.5124 1.3346
O2 -0.4687 1.5037 -3.7669
H57 -4.0612 1.3201 3.8309
H58 -2.1096 -2.5134 2.1387
O3 2.9375 -1.2809 0.1914
H59 3.6962 3.8622 -1.9234
H60 -1.6967 -4.1958 1.7357
O4 -0.5887 -0.9083 -4.3726
H61 2.4173 0.0587 4.8492
H62 1.8679 -0.6530 -5.5624
H63 -4.4943 4.5042 0.9772
C40 -3.4795 2.3100 -0.3135
H64 -0.2109 -3.7037 -6.1310
C41 -0.5090 6.3845 -1.0019
C42 -0.3557 2.6703 -0.0780
H65 1.6976 -2.1211 -6.5431
C43 -2.5440 1.8438 0.8397
H66 -1.5263 3.0565 -4.4199
H67 1.9917 5.4625 -1.5718
H68 1.6415 -4.3217 -2.1478
H69 -1.1442 0.6427 3.8839
H70 3.6051 0.2622 2.4612
C44 -2.9178 1.4512 -4.2087
H71 4.5744 -2.4561 5.0034

Calculated values
- E_HOMO: -6.2 eV
- Net charge: 0
- Relative energy (zero: lowest compared OMol25 entry of this formula, charge and spin): 0.0 kJ/mol
- Electronic energy: -113722.236 eV
- Gap between HOMO and LUMO: 5.671 eV
- E_LUMO: -0.57 eV

Here are the Mulliken charges for atoms 1 to 4, given in e: -1.177 1.550 -0.620 0.614

=====

[2]
A molecular structure, C44H72N9O2PSr. Source: OMol25; level of theory: the ωB97M-V functional and the def2-TZVPD basis.

Geometry (Å):
H1 -2.1561 5.4476 2.4990
C1 0.2688 4.6427 3.9152
H2 -1.9291 2.4610 4.8899
C2 0.3325 -0.0738 3.9863
C3 -2.2517 -4.2379 -5.1967
C4 4.2065 4.1009 0.0868
H3 -2.3708 -3.3988 -3.2483
H4 6.6231 4.0666 -2.0702
H5 0.0810 5.0129 2.9094
C5 -3.5725 -1.4768 1.9087
H6 -1.9313 5.1100 -1.7213
H7 3.9713 -1.7850 1.5765
C6 -3.6955 -4.4532 -5.4965
H8 -1.8861 -4.6387 3.8060
H9 -2.1299 1.6764 2.8318
N1 1.6043 3.1131 2.4494
H10 -2.2987 0.8106 -3.9393
H11 2.5470 1.8841 -3.7358
H12 3.0453 -0.1425 -0.6475
P1 -0.8739 -1.9849 2.3725
C7 -0.6891 -3.8211 2.1743
H13 1.0099 0.1654 4.8103
C8 -3.5371 -1.3551 -1.4774
C9 -1.8248 3.4400 1.7341
C10 2.5088 -3.5768 0.1077
H14 1.9833 -3.0063 0.8763
H15 -3.3124 -0.4847 1.5275
C11 -1.9055 2.7339 2.9322
H16 5.5853 5.4090 -2.5357
C12 3.9245 3.1531 -2.0498
H17 -5.4447 -2.0608 -0.9908
H18 -0.7667 -1.0414 -3.1964
C13 2.2458 1.5683 -2.7294
C14 1.0571 -0.0761 -3.8565
C15 -1.8917 4.6285 -0.7478
N2 -0.4760 -3.6144 -3.9624
H19 -1.8544 3.2569 -2.8566
C16 1.4249 -4.1905 -5.3957
H20 -2.8803 -2.8924 3.3593
H21 -5.3307 -0.3099 -1.2601
H22 0.7344 0.3795 3.0730
H23 -5.2768 -1.4238 -2.6410
H24 1.3816 0.5189 -4.7184
H25 -0.6070 -5.6953 3.2389
C17 -4.9856 -1.2847 -1.6012
H26 4.7236 4.7462 0.7899
H27 1.7714 -5.2231 -5.3373
C18 -1.6718 2.5930 0.5655
H28 -3.5163 -2.1775 1.0762
H29 -0.8968 1.8135 -4.2913
H30 2.9618 0.1995 0.9242
H31 1.9868 -3.6039 -4.6683
C19 5.8553 4.7516 -1.7082
N3 1.4922 0.5519 -2.6058
C20 2.3286 2.5061 -0.3221
H32 0.4723 -2.7953 -2.4081
C21 -0.0379 -4.1026 -5.1120
C22 -1.1187 -4.5057 -5.9264
H33 0.7485 5.4597 4.4553
H34 -0.1897 -2.0296 4.7274
H35 -1.4198 7.3954 -0.3108
H36 -1.4173 -5.3576 0.8346
O1 -1.4776 1.3607 0.6985
H37 -2.3494 7.4349 1.1877
H38 -2.6737 -4.2677 1.3967
H39 2.0579 -1.7374 2.6751
N4 -1.7208 3.1405 4.1746
C23 2.8304 2.4010 -1.6695
H40 -1.5281 -3.7259 0.1581
C24 -2.6236 -1.8787 3.0400
O2 1.3109 1.8751 0.1084
C25 -1.6317 -4.3144 1.0733
C26 -0.8564 -4.6525 3.4444
C27 1.5349 -3.8243 -1.0315
H41 -0.2125 -4.3162 4.2558
H42 -0.8587 4.1978 5.7011
H43 3.2824 4.2580 2.4863
C28 -1.6022 2.5999 -2.0136
H44 2.1449 3.6376 4.3732
H45 -2.7302 0.0863 3.9659
H46 0.7836 2.5425 4.2573
C29 4.6565 4.0024 -1.1981
H47 -3.8082 -4.8713 -6.4937
H48 4.6570 -3.4375 -0.1954
C30 -1.2597 0.9979 -3.6548
H49 -0.6315 0.3900 4.1937
H50 1.6560 -3.8234 -6.3952
H51 1.5349 -1.0563 -3.9403
C31 1.2262 3.4384 3.8230
H52 -3.1582 7.1362 -0.3490
H53 -4.2552 -3.5169 -5.4626
H54 0.3339 -3.9465 1.8109
N5 -1.2433 1.4051 -2.2402
N6 -1.8214 -3.7011 -4.0330
N7 -2.3951 -1.4031 -1.3793
C32 2.6631 3.6123 1.8681
H55 -4.1474 -5.1497 -4.7888
C33 3.0607 3.3977 0.5391
H56 -0.7055 -0.6650 -4.8865
C34 0.2285 -1.5916 3.8169
C35 -0.4545 -0.2680 -3.9005
H57 1.0164 2.5332 1.8436
H58 -3.8717 -1.0836 4.5981
Sr1 0.0075 -0.2617 -0.4525
C36 -1.9933 4.8512 1.6103
C37 -2.2522 6.9360 0.2248
H59 4.9555 -1.1061 0.2923
H60 0.6853 -4.4105 -0.6781
C38 -1.0480 4.3567 4.6401
C39 -1.7170 3.2702 -0.7144
C40 -2.8469 -0.9644 4.2421
H61 4.2513 3.0739 -3.0832
H62 2.2845 -1.8543 4.4213
H63 -2.1824 -1.1810 5.0775
N8 2.8896 -0.5680 0.2640
H64 2.7821 -4.5355 0.5525
H65 2.0193 -4.4170 -1.8163
H66 1.6594 -3.2334 3.5249
C41 3.9751 -1.5390 0.5129
C42 -2.0344 5.4596 0.3965
H67 3.7399 -2.5367 -1.3641
C43 1.6343 -2.1477 3.5947
H68 -1.0751 -4.9407 -6.9104
N9 1.0140 -2.5547 -1.5699
H69 -4.6045 -1.4538 2.2672
H70 6.2969 5.3647 -0.9246
C44 3.7736 -2.8071 -0.3013
H71 1.8067 -2.0117 -1.9070
H72 -1.7120 5.2185 4.5702

Calculated values
- E_HOMO: -12.5 eV
- Net charge: +2
- Relative energy (zero: lowest compared OMol25 entry of this formula, charge and spin): 10.0 kJ/mol
- Electronic energy: -74420.182 eV
- Gap between HOMO and LUMO: 7.346 eV
- E_LUMO: -5.13 eV

Here are the Mulliken charges for atoms 1 to 4, given in e: 0.524 -0.362 0.393 -1.362

=====

[3]
6 unconnected molecules or ions with the total composition C44H73F5N3O20P5. Source: OMol25; level of theory: the ωB97M-V functional and the def2-TZVPD basis.

Geometry (Å):
H1 -5.5608 -2.5639 -5.6883
O1 1.4199 6.2833 -8.5652
H2 4.4921 0.7960 8.8255
H3 -5.2669 3.4656 4.9099
H4 8.4888 1.3396 5.2348
H5 5.3906 -0.3197 0.5201
O2 -5.5890 1.8375 8.9351
H6 2.2883 -8.0196 4.1096
H7 -6.9664 -7.7142 -8.0783
H8 -5.1087 1.1533 10.7873
O3 6.9691 1.8669 7.7099
C1 -2.2890 -1.5738 4.4474
H9 -6.4842 0.3107 10.0373
C2 -1.2855 -0.0685 2.8599
P1 3.2993 -4.7976 3.8685
C3 2.8875 0.0104 -4.8158
H10 -1.5846 3.6444 -7.0038
O4 6.2802 -0.4761 7.1017
H11 -2.3888 1.0225 0.6187
C4 -5.4988 0.7433 9.8608
C5 -1.0901 0.7707 -3.4972
C6 -3.4718 0.5933 -3.5404
O5 -3.9647 -5.0723 -7.2471
C7 -7.3693 -5.5833 -5.5307
H12 5.0592 3.8976 -1.0770
C8 3.9139 1.3669 8.0989
H13 2.7499 2.8987 -3.6252
C9 3.1193 -0.0590 -1.2391
O6 -7.6144 1.2859 7.5145
H14 0.3075 -4.3619 2.6265
H15 2.0127 -0.6038 -4.6244
C10 -1.5333 0.9926 3.7232
H16 7.6783 -0.1777 4.7457
H17 -4.8242 -0.0210 9.4788
C11 -5.4376 -2.4549 -6.7672
H18 -2.5846 -2.5747 4.7310
H19 3.4010 5.8880 -9.0787
H20 -4.2972 -1.1754 -4.4096
H21 1.3652 4.6685 -6.3729
O7 6.4048 1.3753 5.2874
C12 1.2183 0.0520 0.1849
H22 -5.7671 -7.4553 -9.3656
H23 3.7124 2.3632 8.4902
H24 2.9211 7.5963 -8.9525
H25 6.3472 3.6252 8.5866
H26 -3.0159 -0.6733 6.2616
H27 -2.5130 4.4203 -8.3085
O8 -6.2464 -5.7924 -8.2632
C13 2.4323 0.5547 -2.3290
H28 -1.4942 -2.1884 2.5615
H29 -6.9483 3.8244 5.3651
C14 -2.5253 -0.5150 5.3125
H30 2.6925 0.6702 -5.6561
O9 -5.7986 2.9173 6.8156
H31 6.2168 3.6048 6.8115
H32 5.6302 2.1792 -2.9987
H33 -6.4592 2.1553 4.9736
C15 -0.6196 0.1689 1.5512
C16 1.9221 -7.0330 3.8345
C17 -2.1496 0.7690 4.9441
C18 -2.3313 1.3025 -3.2111
O10 4.6108 1.4962 6.8515
F1 -5.8400 0.4955 -3.7254
H34 7.8096 3.7306 7.5857
H35 -1.2338 1.9927 3.4350
H36 -9.1610 1.9322 8.6926
F2 -4.9214 2.4713 -3.6274
O11 3.0296 -6.2734 3.3370
O12 -5.3824 0.3584 6.8171
H37 -9.0404 2.7163 7.1046
H38 -2.3376 1.5983 5.6120
C19 3.6283 2.2807 -3.8089
O13 0.5106 4.6680 -10.3737
H39 4.1548 -0.3293 -1.4034
H40 -7.9110 3.1608 8.4065
H41 -5.2393 -7.5378 -7.6750
H42 -7.9569 -5.1526 -6.3406
P2 -5.4196 -4.9827 -7.1866
H43 1.1796 -7.1323 3.0438
H44 -2.0613 -2.1401 -4.9227
H45 2.4114 6.6322 -10.3611
O14 3.5484 -4.9300 5.4214
C20 7.6360 0.9085 4.7078
C21 2.6129 6.6117 -9.2914
H46 1.1218 2.9096 -6.4367
H47 -7.6091 -6.6407 -5.4279
C22 -1.3442 0.7628 0.4745
C23 -2.1451 -1.1768 -4.4399
H48 4.5220 0.8131 1.5894
O15 -6.0551 -3.5564 -7.4465
F3 0.8116 1.7680 -4.3613
C24 -3.3908 -0.6472 -4.1577
N1 0.6292 -0.1794 1.3912
H49 5.5361 -1.8037 2.3862
H50 -1.2629 3.2267 -8.7063
N2 -0.8120 0.9934 -0.6882
C25 2.5746 -0.3162 -0.0110
C26 -6.0373 -7.2113 -8.3418
H51 2.7519 3.5874 -6.6130
C27 0.4916 0.6509 -0.8745
H52 5.0223 -6.4020 5.5158
H53 3.8937 2.3701 -4.8622
H54 1.4673 -6.5618 4.7051
C28 1.6989 3.7395 -6.8346
O16 1.5436 3.7682 -8.2616
H55 -7.6063 -5.0692 -4.6019
H56 4.7824 -0.7579 3.3351
C29 4.7225 -0.2390 1.3771
O17 4.3482 -4.1374 3.0951
H57 -2.4214 2.2591 -2.7174
C30 -6.1445 3.0931 5.4314
O18 -5.9622 -5.4479 -5.7646
C31 3.3869 -0.9397 1.0827
O19 1.8934 -4.0772 3.9115
H58 2.9753 0.8525 7.9091
C32 -1.6726 -1.3533 3.2265
C33 1.2386 -3.7970 2.6637
C34 -4.8027 1.1904 -3.1867
P3 6.0880 0.9313 6.7681
H59 1.8653 -4.0659 1.8126
H60 4.8516 -5.3311 6.9278
H61 3.6134 -1.9792 0.8236
P4 -6.0387 1.4934 7.4582
C35 -8.4739 2.3437 7.9567
C36 1.0954 0.9007 -2.1429
H62 -4.3785 -2.4007 -7.0160
C37 4.8478 -5.3763 5.8434
H63 7.6336 1.2301 3.6719
C38 3.3163 0.7886 -3.5483
H64 5.0637 3.7951 -3.4376
H65 3.3725 3.5476 -1.4670
N3 5.4079 -0.8063 2.5368
O20 -0.5959 5.1100 -8.0628
F4 -0.1709 2.8027 -2.7163
C39 -1.5405 4.0287 -8.0221
C40 -1.0029 -0.4698 -4.1109
F5 -5.0030 1.2191 -1.8448
H66 1.0258 -2.7305 2.6270
C41 0.1679 1.5423 -3.1656
H67 5.6194 -4.7214 5.4433
C42 4.3913 3.1574 -1.5161
H68 4.4237 2.2660 -0.8913
H69 2.8317 -0.9663 2.0179
C43 4.7723 2.8532 -2.9671
H70 3.6818 -0.6748 -5.1133
H71 -5.9406 -1.5517 -7.0995
P5 0.7004 4.9263 -8.9502
H72 4.2837 0.3680 -3.2702
H73 -0.0422 -0.9044 -4.3484
C44 6.8183 3.2894 7.6635

Calculated values
- E_HOMO: -8.8 eV
- Structure (SMILES): CCC[C@H](C)c1cc(CCN)c2nc(-c3ccccc3)cnc2c1C(F)(F)c1cccc(C(F)(F)F)c1.COP(=O)(OC)OC.COP(=O)(OC)OC.COP(=O)(OC)OC.COP(=O)(OC)OC.COP(=O)(OC)OC
- Net charge: 0
- Electronic energy: -152277.741 eV
- Gap between HOMO and LUMO: 8.398 eV
- E_LUMO: -0.36 eV

Here are the Mulliken charges for atoms 1 to 4, given in e: 0.293 -0.292 0.356 0.261